(1)
C19H25AlN2O4Si2 as an isolated structure at a distorted geometry, computed with ωB97M-V/def2-TZVPD.

As for the HOMO energy: -8.76 eV. The LUMO energy is -0.42 eV. The maximum force comes out at 1.34 eV/A. The value obtained for the HOMO-LUMO gap is 8.3 eV. As for the energy relative to the best compared isomer or geometry (same formula, charge and spin): 38.8 kcal/mol.

CARTESIAN COORDINATES (ANGSTROEM)
Al1 -1.178 -0.054 -0.749
O1 -1.120 3.834 -0.565
C1 -1.442 2.674 -0.501
O2 -1.009 1.705 -1.242
C2 -2.546 2.170 0.431
C3 -3.597 2.871 1.005
C4 -4.705 2.145 1.432
C5 -4.798 0.780 1.164
C6 -3.706 0.166 0.568
N1 -2.599 0.854 0.349
C7 -3.632 -1.123 -0.258
O3 -4.364 -2.064 -0.092
O4 -2.732 -0.991 -1.183
H1 -3.558 3.947 1.071
H2 -5.537 2.659 1.888
H3 -5.698 0.220 1.363
C8 0.454 -0.520 2.827
Si1 1.528 0.409 1.536
C9 3.376 0.007 1.832
C10 1.305 2.282 1.782
C11 0.824 -0.188 -0.129
C12 0.706 -1.647 -0.122
C13 1.684 -2.632 0.020
C14 1.305 -3.957 0.007
C15 -0.042 -4.293 -0.129
C16 -0.956 -3.269 -0.266
N2 -0.576 -1.997 -0.274
Si2 1.620 0.359 -1.781
C17 3.292 -0.491 -2.166
C18 1.958 2.216 -2.016
C19 0.363 -0.327 -3.067
H4 0.519 -0.076 3.816
H5 0.740 -1.565 2.914
H6 -0.591 -0.495 2.516
H7 3.683 0.379 2.805
H8 4.005 0.487 1.089
H9 3.589 -1.056 1.812
H10 1.750 2.589 2.724
H11 0.255 2.556 1.802
H12 1.776 2.850 0.990
H13 2.716 -2.343 0.118
H14 2.056 -4.729 0.091
H15 -0.365 -5.322 -0.141
H16 -2.017 -3.445 -0.366
H17 4.052 -0.200 -1.450
H18 3.640 -0.184 -3.147
H19 3.231 -1.573 -2.165
H20 2.706 2.575 -1.315
H21 1.068 2.819 -1.888
H22 2.343 2.399 -3.015
H23 0.563 -1.363 -3.328
H24 0.315 0.251 -3.982
H25 -0.654 -0.297 -2.616

***

(2)
C19H25BO4 as an isolated structure at a distorted geometry, computed with ωB97M-V/def2-TZVPD.

As for the HOMO energy: -5.34 eV. The LUMO energy is -0.86 eV. The maximum force comes out at 5.68 eV/A. The value obtained for the HOMO-LUMO gap is 4.5 eV. As for the energy relative to the best compared isomer or geometry (same formula, charge and spin): 0.0 kcal/mol.

CARTESIAN COORDINATES (ANGSTROEM)
C1 -1.249 -0.056 -4.693
C2 -0.200 -0.474 -3.745
C3 0.852 -1.325 -3.952
C4 1.738 -1.212 -2.904
C5 1.313 -0.168 -1.938
B1 -3.645 -0.674 -0.637
O1 -4.305 -0.250 0.545
C6 -3.157 0.280 1.307
C7 -1.880 0.142 0.387
C8 -0.748 0.699 1.210
C9 -2.254 0.923 -0.965
O2 -3.382 0.269 -1.623
C10 -1.723 -1.428 0.054
O3 -2.942 -1.888 -0.579
O4 -0.087 -0.004 -2.442
H1 -1.181 -0.764 -5.533
H2 -2.281 -0.062 -4.315
H3 -0.992 0.929 -5.121
H4 0.938 -1.936 -4.838
H5 2.669 -1.759 -2.862
H6 -3.357 1.333 1.582
H7 -3.037 -0.341 2.216
H8 0.799 -0.357 0.073
H9 -1.045 1.727 1.469
H10 -0.876 0.115 2.137
H11 -2.498 1.989 -0.810
H12 -1.450 0.862 -1.681
H13 -0.917 -1.606 -0.684
H14 -1.567 -2.004 0.981
C11 1.122 2.069 0.340
C12 0.709 0.640 0.755
C13 1.780 -0.600 -0.623
C14 1.463 0.283 2.083
C15 2.227 -0.880 2.248
C16 2.753 -1.238 3.493
C17 2.475 -0.475 4.625
C18 1.687 0.681 4.491
C19 1.229 1.072 3.232
H15 0.254 2.738 0.276
H16 1.748 2.524 1.125
H17 1.664 2.159 -0.605
H18 2.155 -1.644 -0.583
H19 1.841 0.751 -2.229
H20 2.595 0.092 -0.389
H21 2.436 -1.531 1.403
H22 3.380 -2.115 3.575
H23 2.857 -0.763 5.605
H24 1.447 1.286 5.374
H25 0.641 1.990 3.165

***

(3)
C19H25ClN2Zr as an isolated structure at a distorted geometry, computed with ωB97M-V/def2-TZVPD.

As for the HOMO energy: -13.88 eV. The LUMO energy is -8.03 eV. Its total charge is +2. The maximum force comes out at 5.76 eV/A. The value obtained for the HOMO-LUMO gap is 5.8 eV. As for the energy relative to the best compared isomer or geometry (same formula, charge and spin): 27.5 kcal/mol.

CARTESIAN COORDINATES (ANGSTROEM)
C1 0.052 0.286 -4.714
C2 1.406 0.810 -4.948
C3 -0.175 -1.061 -5.247
C4 -1.036 1.241 -4.981
Cl1 -0.067 0.160 -1.892
H1 -0.125 -0.872 -6.325
H2 -1.156 -1.485 -5.009
H3 0.602 -1.786 -4.983
H4 1.405 0.937 -6.036
H5 2.206 0.110 -4.681
H6 1.612 1.779 -4.483
H7 -0.962 1.360 -6.068
H8 -0.909 2.223 -4.513
H9 -2.034 0.859 -4.739
C5 1.475 -1.527 1.765
C6 0.658 -2.363 0.942
C7 0.975 -2.090 -0.425
H10 0.055 -3.172 1.297
C8 2.047 -1.149 -0.402
C9 2.318 -0.739 0.925
H11 3.142 -0.118 1.267
H12 1.524 -1.586 2.835
H13 0.585 -2.621 -1.283
H14 2.566 -0.780 -1.266
C10 -2.334 0.788 1.192
C11 -2.072 -0.383 1.966
C12 -1.982 -1.501 1.086
H15 -2.054 -0.447 3.038
C13 -2.168 -1.033 -0.253
C14 -2.449 0.364 -0.154
H16 -2.714 1.004 -0.978
H17 -2.607 1.753 1.604
H18 -1.962 -2.525 1.402
H19 -2.277 -1.659 -1.129
Zr1 -0.096 -0.169 0.320
N1 -0.185 -0.961 4.466
C15 0.214 0.289 4.120
C16 0.509 1.061 5.274
C17 0.927 2.378 5.087
C18 1.035 2.880 3.765
C19 0.713 2.018 2.705
N2 0.302 0.722 2.830
H20 -0.437 -1.672 3.814
H21 -0.238 -1.252 5.439
H22 0.406 0.631 6.282
H23 1.175 3.035 5.918
H24 1.359 3.911 3.520
H25 0.773 2.354 1.652

***

(4)
C19H25CsN5O2 as an isolated structure at a distorted geometry, computed with ωB97M-V/def2-TZVPD.

As for the HOMO energy: -2.73 eV. The LUMO energy is 2.12 eV. Its total charge is -1. The maximum force comes out at 1.36 eV/A. The value obtained for the HOMO-LUMO gap is 4.8 eV. As for the energy relative to the best compared isomer or geometry (same formula, charge and spin): 7.6 kcal/mol.

CARTESIAN COORDINATES (ANGSTROEM)
Cs1 -0.164 0.395 -0.124
C1 1.955 4.587 -1.818
C2 1.734 3.072 -1.622
O1 0.802 2.746 -0.835
C3 2.630 2.283 -2.357
C4 2.783 0.847 -2.422
C5 3.890 0.325 -3.310
N1 2.028 0.022 -1.757
N2 2.376 -1.329 -1.966
C6 1.747 -2.231 -1.264
O2 0.821 -2.093 -0.390
C7 2.220 -3.641 -1.543
C8 3.228 -3.939 -2.460
C9 3.615 -5.249 -2.682
C10 3.005 -6.294 -1.993
C11 2.003 -6.008 -1.078
C12 1.616 -4.691 -0.858
H1 1.245 5.146 -1.209
H2 1.817 4.862 -2.866
H3 2.969 4.866 -1.524
H4 3.328 2.857 -2.954
H5 4.410 1.158 -3.786
H6 3.481 -0.340 -4.070
H7 4.596 -0.265 -2.725
H8 3.684 -3.107 -2.982
H9 4.399 -5.466 -3.399
H10 3.310 -7.319 -2.171
H11 1.520 -6.815 -0.538
H12 0.833 -4.444 -0.153
C13 -0.993 -3.627 4.554
C14 -0.454 -3.347 3.167
N3 -0.766 -1.971 2.816
C15 -0.517 -0.936 3.702
N4 -0.273 0.225 3.225
C16 -0.102 1.356 4.114
C17 -0.698 1.130 5.496
C18 -0.242 -0.228 5.994
N5 -0.650 -1.255 5.054
C19 -0.404 -2.611 5.513
H13 -0.728 -4.636 4.873
H14 -2.082 -3.534 4.551
H15 -0.915 -3.996 2.424
H16 0.627 -3.536 3.141
H17 -0.483 -1.738 1.874
H18 -0.553 2.234 3.645
H19 0.968 1.579 4.208
H20 -1.789 1.136 5.435
H21 -0.388 1.912 6.193
H22 -0.689 -0.463 6.963
H23 0.851 -0.230 6.128
H24 -0.852 -2.712 6.505
H25 0.676 -2.793 5.627

***

(5)
C19H25N3SSiSm as an isolated structure at a distorted geometry, computed with ωB97M-V/def2-TZVPD.

As for the HOMO energy (alpha / beta): -11.06 / -10.94 eV. The LUMO energy (alpha / beta) is -4.20 / -4.18 eV. Its total charge is +1. As for the spin multiplicity: 6. The maximum force comes out at 2.10 eV/A. The value obtained for the HOMO-LUMO gap (alpha / beta) is 6.9 / 6.8 eV. As for the energy relative to the best compared isomer or geometry (same formula, charge and spin): 0.0 kcal/mol. As for the expectation value of S²: 8.81.

CARTESIAN COORDINATES (ANGSTROEM)
C1 -2.101 -1.081 -0.231
C2 -1.997 -0.586 -1.572
C3 -1.604 -1.681 -2.416
H1 -2.270 0.419 -1.896
C4 -1.457 -2.848 -1.598
C5 -1.756 -2.480 -0.243
H2 -1.754 -3.145 0.624
H3 -2.456 -0.519 0.638
H4 -1.476 -1.625 -3.501
H5 -1.146 -3.838 -1.943
Sm1 0.520 -1.203 -0.830
C6 2.292 -0.252 -1.870
H6 3.348 -0.466 -1.740
H7 2.204 0.735 -1.365
H8 2.076 -0.182 -2.935
Si1 0.226 3.763 -0.302
C7 -0.639 5.318 0.215
C8 -1.909 5.643 0.701
H9 -2.664 4.886 0.924
C9 -2.271 6.988 0.899
H10 -3.292 7.228 1.172
C10 -1.341 8.013 0.780
H11 -1.626 9.047 0.903
C11 -0.021 7.666 0.460
H12 0.764 8.418 0.470
C12 0.282 6.382 0.043
H13 1.255 6.234 -0.431
C13 -0.079 3.319 -2.106
C14 -0.708 4.431 -2.673
H14 -0.668 5.399 -2.185
C15 -1.477 4.351 -3.825
H15 -2.027 5.242 -4.125
C16 -1.504 3.142 -4.532
H16 -2.148 3.060 -5.410
C17 -0.697 2.068 -4.112
H17 -0.623 1.172 -4.743
C18 0.022 2.159 -2.905
H18 0.697 1.356 -2.608
H19 -0.059 2.564 0.505
H20 1.488 4.303 0.032
N1 2.650 -2.329 -0.270
N2 1.769 -2.636 0.810
C19 1.561 -1.641 1.767
N3 1.731 -2.131 3.008
S1 0.946 -0.103 1.517
H21 3.558 -1.949 0.000
H22 2.742 -3.093 -0.933
H23 2.052 -3.511 1.256
H24 1.625 -1.560 3.835
H25 1.534 -3.121 3.115

***

(6)
C19H25N4OP2SW as an isolated structure, computed with ωB97M-V/def2-TZVPD.

As for the HOMO energy (alpha / beta): -16.26 / -16.33 eV. The LUMO energy (alpha / beta) is -11.37 / -11.02 eV. Its total charge is +3. As for the spin multiplicity: 3. The maximum force comes out at 0.51 eV/A. The value obtained for the HOMO-LUMO gap (alpha / beta) is 4.9 / 5.3 eV. As for the energy relative to the best compared isomer or geometry (same formula, charge and spin): 1.5 kcal/mol. As for the expectation value of S²: 2.03.

CARTESIAN COORDINATES (ANGSTROEM)
W1 0.655 0.062 0.798
C1 -0.246 0.268 4.523
P1 0.995 -0.253 3.311
C2 2.581 0.298 3.976
C3 1.003 -2.080 3.346
C4 -0.277 -2.691 2.754
P2 -0.800 -1.917 1.172
C5 -0.853 -3.169 -0.113
C6 -2.487 -1.295 1.365
H1 0.011 -0.176 5.486
H2 -1.253 -0.048 4.250
H3 -0.233 1.353 4.640
H4 2.705 -0.127 4.974
H5 2.609 1.385 4.050
H6 3.398 -0.035 3.338
H7 1.150 -2.416 4.375
H8 1.881 -2.403 2.784
H9 -1.120 -2.610 3.443
H10 -0.131 -3.756 2.567
H11 -1.548 -3.944 0.221
H12 0.134 -3.608 -0.260
H13 -1.199 -2.746 -1.054
H14 -3.098 -2.131 1.717
H15 -2.875 -0.952 0.406
H16 -2.551 -0.488 2.093
N1 -0.601 1.333 -3.084
C7 0.003 0.615 -4.174
C8 -0.224 1.056 -5.462
C9 0.384 0.393 -6.522
C10 1.217 -0.684 -6.274
C11 1.449 -1.112 -4.968
C12 0.826 -0.463 -3.920
S1 1.093 -1.083 -2.281
N2 0.380 0.168 -1.304
C13 -0.355 1.137 -1.809
C14 -0.907 2.086 -0.791
C15 -1.640 3.209 -1.063
C16 -2.084 4.009 -0.007
C17 -1.769 3.661 1.294
C18 -1.003 2.532 1.504
N3 -0.588 1.747 0.487
H17 -1.193 2.105 -3.350
H18 -0.865 1.911 -5.646
H19 0.207 0.728 -7.534
H20 1.696 -1.199 -7.095
H21 2.107 -1.952 -4.783
H22 -1.875 3.496 -2.079
H23 -2.666 4.900 -0.211
H24 -2.091 4.259 2.136
H25 -0.708 2.229 2.498
O1 4.696 -0.589 -0.283
C19 3.613 -0.526 0.078
N4 2.450 -0.488 0.482

***

(7)
C19H25N4SV as an isolated structure at a distorted geometry, computed with ωB97M-V/def2-TZVPD.

As for the HOMO energy (alpha / beta): -9.48 / -10.39 eV. The LUMO energy (alpha / beta) is -3.07 / -3.16 eV. Its total charge is +1. As for the spin multiplicity: 4. The maximum force comes out at 1.33 eV/A. The value obtained for the HOMO-LUMO gap (alpha / beta) is 6.4 / 7.2 eV. As for the expectation value of S²: 3.78.

CARTESIAN COORDINATES (ANGSTROEM)
V1 0.735 0.238 0.986
N1 2.267 -0.968 0.427
C1 3.323 -0.882 1.457
C2 2.967 -1.716 2.686
C3 1.836 -1.107 3.509
N2 0.592 -0.988 2.713
H1 2.091 -1.941 0.196
H2 2.596 -0.499 -0.427
H3 3.428 0.171 1.741
H4 4.286 -1.204 1.055
H5 3.847 -1.812 3.322
H6 2.688 -2.727 2.370
H7 2.125 -0.104 3.831
H8 1.675 -1.711 4.405
H9 -0.141 -0.584 3.291
H10 0.259 -1.913 2.456
C4 -3.875 2.051 2.847
C5 -2.490 2.273 2.973
C6 -1.609 1.527 2.240
C7 -2.056 0.522 1.340
C8 -1.132 -0.259 0.575
C9 -1.641 -1.214 -0.278
C10 -3.031 -1.441 -0.394
C11 -3.915 -0.706 0.343
C12 -3.456 0.298 1.230
C13 -4.344 1.087 2.000
H11 -4.567 2.652 3.421
H12 -2.130 3.041 3.645
H13 -0.541 1.733 2.342
H14 -0.967 -1.823 -0.877
H15 -3.397 -2.210 -1.064
H16 -4.981 -0.885 0.263
H17 -5.410 0.916 1.904
C14 -1.388 1.006 -4.373
C15 -0.123 0.892 -3.596
C16 1.005 0.275 -4.057
C17 2.104 0.160 -3.181
N3 2.076 0.668 -1.959
C18 0.995 1.341 -1.518
S1 1.009 2.281 -0.109
N4 -0.102 1.412 -2.351
C19 3.356 -0.540 -3.594
H18 -1.196 0.879 -5.434
H19 -1.872 1.968 -4.206
H20 -2.081 0.223 -4.057
H21 1.050 -0.131 -5.056
H22 -0.919 1.881 -1.982
H23 3.261 -0.983 -4.582
H24 3.609 -1.323 -2.878
H25 4.181 0.174 -3.597

***

(8)
C19H25N6STe4Ti as an isolated structure, computed with ωB97M-V/def2-TZVPD.

As for the HOMO energy (alpha / beta): -3.18 / -3.16 eV. The LUMO energy (alpha / beta) is 1.98 / 0.55 eV. Its total charge is -1. As for the spin multiplicity: 3. The maximum force comes out at 0.46 eV/A. The value obtained for the HOMO-LUMO gap (alpha / beta) is 5.2 / 3.7 eV. As for the energy relative to the best compared isomer or geometry (same formula, charge and spin): 0.0 kcal/mol. As for the expectation value of S²: 2.02.

CARTESIAN COORDINATES (ANGSTROEM)
Ti1 -0.105 1.103 -2.015
N1 3.496 -0.593 -4.074
C1 2.321 -0.268 -3.390
S1 1.737 1.389 -3.539
N2 1.711 -1.175 -2.724
N3 0.546 -0.699 -2.134
C2 -0.376 -1.647 -1.687
C3 0.068 -2.899 -1.063
C4 -0.636 -4.099 -1.199
C5 -0.210 -5.258 -0.567
C6 0.943 -5.256 0.204
C7 1.670 -4.077 0.327
C8 1.242 -2.920 -0.298
C9 -1.673 -1.194 -1.714
C10 -2.827 -1.828 -1.118
C11 -4.068 -1.354 -1.366
C12 -4.245 -0.194 -2.191
C13 -3.131 0.481 -2.570
N4 -1.861 0.090 -2.286
H1 4.137 0.181 -4.151
H2 3.927 -1.429 -3.707
H3 -1.514 -4.124 -1.832
H4 -0.775 -6.174 -0.693
H5 1.280 -6.163 0.692
H6 2.580 -4.062 0.916
H7 1.817 -2.007 -0.212
H8 -2.682 -2.689 -0.479
H9 -4.931 -1.839 -0.924
H10 -5.226 0.182 -2.443
H11 -3.212 1.419 -3.116
Te1 -0.500 4.168 -1.796
Te2 0.857 4.857 0.384
Te3 -3.342 5.552 0.980
Te4 -3.048 3.649 -0.756
C14 1.846 2.897 3.752
C15 1.864 1.478 3.197
N5 0.763 1.210 2.286
C16 -0.558 1.016 2.874
C17 -1.455 2.244 2.787
C18 0.902 1.272 0.945
C19 2.269 1.512 0.375
N6 -0.092 1.151 0.125
H12 2.738 3.074 4.356
H13 0.974 3.064 4.384
H14 1.816 3.626 2.939
H15 1.810 0.747 4.008
H16 2.802 1.295 2.680
H17 -0.404 0.723 3.914
H18 -1.037 0.158 2.392
H19 -1.059 3.068 3.381
H20 -2.457 2.004 3.146
H21 -1.536 2.608 1.762
H22 2.688 2.442 0.763
H23 2.214 1.595 -0.709
H24 2.934 0.680 0.614
H25 -0.993 1.013 0.567

***

(9)
C19H25NO7SYb as an isolated structure at a distorted geometry, computed with ωB97M-V/def2-TZVPD.

As for the HOMO energy: -13.60 eV. The LUMO energy is -9.21 eV. Its total charge is +2. The maximum force comes out at 2.94 eV/A. The value obtained for the HOMO-LUMO gap is 4.4 eV.

CARTESIAN COORDINATES (ANGSTROEM)
C1 2.742 0.102 2.859
C2 3.136 1.574 2.863
O1 3.453 2.090 3.902
O2 3.084 2.297 1.693
C3 4.389 2.490 1.104
C4 4.472 1.852 -0.323
C5 3.367 0.816 -0.564
C6 3.538 0.059 -1.901
C7 2.830 -1.319 -1.872
C8 1.319 -1.107 -2.139
C9 0.363 -1.567 -1.054
C10 0.714 -2.125 0.144
C11 -0.201 -2.521 1.103
C12 -1.511 -2.325 0.838
C13 -1.912 -1.740 -0.368
C14 -0.996 -1.370 -1.294
C15 -3.428 -1.617 -0.340
O3 -4.223 -1.476 -1.254
N1 -3.730 -1.747 1.030
C16 -4.112 -0.525 1.735
C17 -3.590 0.690 0.986
C18 -4.703 1.189 0.022
S1 -4.097 1.787 -1.515
O4 -5.234 2.366 -2.269
O5 -3.098 2.792 -1.433
O6 -3.488 0.585 -2.484
C19 -2.764 -2.633 1.639
O7 -2.971 -3.428 2.510
H1 2.722 -0.294 3.869
H2 3.481 -0.445 2.263
H3 1.779 -0.030 2.355
H4 5.178 2.104 1.752
H5 4.533 3.565 0.988
H6 4.374 2.669 -1.045
H7 5.459 1.402 -0.454
H8 2.396 1.317 -0.544
H9 3.431 0.090 0.252
H10 4.605 -0.043 -2.115
H11 3.086 0.686 -2.679
H12 3.251 -1.919 -2.680
H13 3.060 -1.747 -0.899
H14 1.146 -0.030 -2.269
H15 1.021 -1.554 -3.093
H16 1.757 -2.272 0.392
H17 0.105 -2.949 2.050
H18 -1.340 -0.916 -2.221
H19 -5.189 -0.422 1.916
H20 -3.658 -0.555 2.730
H21 -3.405 1.499 1.696
H22 -2.636 0.538 0.474
H23 -5.471 0.438 -0.196
H24 -5.211 2.037 0.497
H25 -3.879 -0.312 -2.253
Yb1 -3.947 1.953 -4.405

***

Number 6 is which compound? C19H25N4OP2SW

***

Which formula does entry 6 have? C19H25N4OP2SW